[1]
{
  "formula": "C7H12N",
  "method": "ωB97M-V/def2-TZVPD",
  "elements": ["C", "C", "C", "C", "C", "C", "C", "N", "H", "H", "H", "H", "H", "H", "H", "H", "H", "H", "H", "H"],
  "xyz": [[0.779, 1.452, 0.391], [1.600, 0.515, 0.166], [-0.627, 1.439, -0.165], [2.612, -0.417, 0.502], [-1.266, 0.132, -0.078], [-0.978, -0.512, 1.034], [-2.121, -0.536, -1.110], [1.293, -0.926, -0.276], [1.065, 2.369, 0.896], [-1.177, 2.078, 0.508], [-0.599, 1.890, -1.207], [3.560, -0.594, -0.150], [2.705, -0.788, 1.453], [-0.480, 0.079, 1.846], [0.275, -1.231, 0.171], [-1.236, -1.577, 1.302], [-2.292, -1.637, -0.872], [-1.520, -0.503, -1.990], [-3.054, -0.072, -1.184], [1.462, -1.163, -1.238]],
  "spin_multiplicity": 1,
  "smiles": "C=C(C)C/C=C1/C[NH2+]1",
  "e_above_lowest_kcal_mol": 93.8,
  "energy_ev": -8932.9366,
  "charge": 1,
  "e_homo_ev": -13.72
}


[2]
{
  "formula": "C4H10O",
  "method": "ωB97M-V/def2-TZVPD",
  "elements": ["C", "C", "H", "H", "H", "H", "C", "O", "C", "H", "H", "H", "H", "H", "H"],
  "xyz": [[-0.342, -1.539, 2.309], [-1.534, -1.852, 2.838], [0.161, -0.600, 2.477], [0.153, -2.325, 1.753], [-2.225, -1.079, 3.140], [-1.831, -2.879, 2.675], [0.116, 1.395, -1.321], [-0.803, 1.115, -2.394], [1.484, 0.800, -1.591], [-0.457, 1.049, -0.461], [0.209, 2.483, -1.282], [-0.481, 1.509, -3.223], [2.059, 0.638, -0.674], [2.090, 1.472, -2.199], [1.401, -0.187, -2.046]],
  "spin_multiplicity": 1,
  "smiles": "C=C.CCO",
  "e_above_lowest_kcal_mol": 40.7,
  "energy_ev": -6356.0380,
  "e_homo_ev": -10.04
}


[3]
{
  "formula": "C28H46NP2STi",
  "method": "ωB97M-V/def2-TZVPD",
  "elements": ["Ti", "C", "C", "C", "P", "C", "C", "C", "C", "C", "C", "C", "C", "C", "C", "N", "C", "C", "C", "C", "C", "C", "C", "P", "C", "C", "C", "C", "C", "C", "H", "H", "H", "H", "H", "H", "H", "H", "H", "H", "H", "H", "H", "H", "H", "H", "H", "H", "H", "H", "H", "H", "H", "H", "H", "H", "H", "H", "H", "H", "H", "H", "H", "H", "H", "H", "H", "H", "H", "H", "C", "S", "C", "H", "H", "H", "H", "H", "H"],
  "xyz": [[-0.312, -0.145, -0.064], [-1.300, -2.147, 4.332], [-1.567, -1.169, 3.189], [-2.471, -1.793, 2.121], [-0.029, -0.571, 2.374], [0.818, 0.776, 3.279], [1.210, 0.498, 4.729], [2.006, 1.227, 2.418], [1.061, -1.998, 2.085], [1.826, -2.603, 3.067], [2.640, -3.705, 2.784], [3.434, -4.385, 3.861], [2.681, -4.171, 1.461], [1.928, -3.590, 0.465], [1.098, -2.507, 0.770], [0.348, -1.833, -0.216], [0.087, -2.348, -1.518], [-0.378, -3.652, -1.705], [-0.617, -4.097, -2.985], [-0.431, -3.264, -4.104], [-0.707, -3.768, -5.491], [0.001, -1.955, -3.893], [0.297, -1.486, -2.621], [0.858, 0.216, -2.243], [0.267, 1.287, -3.619], [1.280, 1.320, -4.775], [-0.088, 2.702, -3.151], [2.695, 0.305, -2.152], [3.111, 1.723, -1.735], [3.272, -0.743, -1.203], [-2.251, -2.374, 4.817], [-0.636, -1.741, 5.095], [-0.882, -3.085, 3.964], [-2.036, -0.265, 3.585], [-1.982, -2.640, 1.638], [-2.767, -1.066, 1.360], [-3.387, -2.172, 2.577], [0.066, 1.569, 3.276], [2.018, -0.229, 4.800], [0.368, 0.163, 5.333], [1.575, 1.426, 5.171], [2.784, 0.464, 2.381], [2.447, 2.136, 2.829], [1.714, 1.464, 1.390], [1.778, -2.246, 4.086], [3.397, -3.843, 4.804], [4.478, -4.495, 3.560], [3.049, -5.394, 4.031], [3.321, -5.012, 1.215], [1.996, -3.965, -0.549], [-0.565, -4.293, -0.852], [-0.969, -5.112, -3.135], [-0.537, -4.840, -5.566], [-0.092, -3.261, -6.234], [-1.755, -3.585, -5.751], [0.135, -1.314, -4.756], [-0.648, 0.789, -3.944], [2.129, 1.961, -4.534], [0.791, 1.746, -5.654], [1.667, 0.340, -5.057], [0.797, 3.265, -2.859], [-0.793, 2.708, -2.320], [-0.554, 3.241, -3.977], [3.056, 0.105, -3.162], [2.621, 2.039, -0.812], [2.894, 2.465, -2.500], [4.186, 1.746, -1.557], [2.955, -0.573, -0.171], [4.360, -0.669, -1.212], [3.007, -1.760, -1.491], [-3.914, -0.376, -1.096], [-2.468, 0.712, -1.071], [-3.025, 2.134, -0.099], [-4.347, -0.449, -0.102], [-3.595, -1.352, -1.449], [-4.624, 0.055, -1.796], [-3.833, 2.605, -0.653], [-2.199, 2.837, -0.018], [-3.367, 1.820, 0.882]],
  "spin_multiplicity": 1,
  "energy_ev": -83776.1813,
  "charge": 3,
  "e_homo_ev": [-16.97, -17.29]
}


[4]
{
  "formula": "C4H8OS",
  "method": "ωB97M-V/def2-TZVPD",
  "elements": ["C", "C", "C", "C", "H", "H", "H", "H", "H", "H", "H", "H", "O", "S"],
  "xyz": [[0.184, -0.753, 1.290], [-0.155, 0.595, 0.528], [-0.788, 0.349, -0.868], [-0.014, -0.553, -1.838], [-0.422, -1.918, 1.082], [1.460, -1.031, 0.891], [0.403, -0.372, 2.407], [-0.949, 1.022, 1.110], [1.594, 1.499, 1.201], [-1.869, 0.079, -0.264], [-1.278, 1.268, -1.239], [0.875, -0.946, -1.291], [1.110, 1.389, 0.492], [-0.150, -0.628, -3.501]],
  "spin_multiplicity": 1,
  "e_above_lowest_kcal_mol": 106.3,
  "energy_ev": -17155.8405,
  "e_homo_ev": -8.82
}


[5]
{
  "formula": "C47H38N4O7PSV",
  "method": "ωB97M-V/def2-TZVPD",
  "elements": ["V", "C", "C", "C", "C", "C", "C", "P", "C", "C", "C", "C", "C", "C", "C", "C", "C", "C", "C", "C", "C", "C", "C", "C", "H", "H", "H", "H", "H", "H", "H", "H", "H", "H", "H", "H", "H", "H", "H", "H", "C", "C", "N", "N", "C", "S", "N", "N", "H", "H", "H", "H", "H", "H", "O", "C", "C", "O", "O", "C", "C", "C", "C", "C", "C", "C", "C", "C", "C", "C", "C", "H", "H", "H", "H", "H", "H", "H", "H", "H", "H", "H", "O", "C", "O", "C", "C", "C", "C", "O", "C", "O", "C", "C", "H", "H", "H", "H", "H"],
  "xyz": [[-0.309, 0.566, 0.086], [-4.092, -0.047, 5.481], [-4.044, 0.896, 4.464], [-3.028, 0.844, 3.521], [-2.041, -0.139, 3.578], [-2.104, -1.089, 4.597], [-3.122, -1.040, 5.543], [-0.687, -0.040, 2.320], [0.043, -1.721, 2.482], [1.320, -1.947, 2.990], [1.834, -3.236, 3.058], [1.084, -4.309, 2.597], [-0.179, -4.088, 2.058], [-0.699, -2.802, 2.006], [0.517, 1.030, 3.209], [0.733, 1.012, 4.560], [1.697, 1.865, 5.143], [2.414, 2.726, 4.363], [2.196, 2.788, 2.964], [2.913, 3.695, 2.136], [2.641, 3.753, 0.805], [1.653, 2.904, 0.229], [0.926, 1.973, 0.957], [1.233, 1.933, 2.372], [-4.887, -0.015, 6.218], [-4.807, 1.665, 4.400], [-3.003, 1.566, 2.711], [-1.358, -1.872, 4.651], [-3.159, -1.785, 6.329], [1.912, -1.112, 3.345], [2.829, -3.401, 3.459], [1.486, -5.315, 2.642], [-0.754, -4.909, 1.645], [-1.671, -2.638, 1.560], [0.164, 0.339, 5.191], [1.860, 1.837, 6.215], [3.151, 3.387, 4.808], [3.675, 4.329, 2.579], [3.199, 4.431, 0.169], [1.496, 2.973, -0.844], [-2.079, 5.488, -0.181], [-3.147, 4.466, -0.050], [-4.391, 4.694, 0.187], [-4.938, 3.434, 0.250], [-4.072, 2.411, 0.086], [-4.339, 0.784, 0.137], [-2.904, 3.109, -0.118], [-1.661, 2.525, -0.345], [-2.534, 6.475, -0.146], [-1.539, 5.373, -1.123], [-1.358, 5.402, 0.635], [-5.917, 3.311, 0.419], [-1.525, 2.350, -1.341], [-0.927, 3.147, -0.026], [1.679, -0.493, -0.159], [1.974, -0.742, -1.550], [1.060, 0.162, -2.447], [1.143, 0.084, -3.658], [0.311, 0.987, -1.779], [1.764, -2.233, -1.771], [2.390, -3.101, -0.878], [2.248, -4.472, -1.013], [1.482, -4.994, -2.051], [0.863, -4.133, -2.943], [1.002, -2.756, -2.807], [3.433, -0.359, -1.830], [4.202, 0.303, -0.881], [5.511, 0.686, -1.168], [6.063, 0.408, -2.407], [5.302, -0.270, -3.355], [4.003, -0.654, -3.069], [1.833, 0.464, -0.013], [2.986, -2.692, -0.071], [2.727, -5.135, -0.300], [1.359, -6.066, -2.153], [0.256, -4.531, -3.748], [0.518, -2.091, -3.510], [3.800, 0.519, 0.100], [6.092, 1.201, -0.413], [7.077, 0.716, -2.635], [5.727, -0.502, -4.325], [3.409, -1.177, -3.809], [-1.984, -3.189, -0.919], [-1.850, -2.022, -1.275], [-1.415, -1.057, -0.535], [-2.172, -1.668, -2.713], [-2.308, -2.689, -3.644], [-2.526, -2.421, -5.001], [-2.601, -1.099, -5.360], [-2.811, -0.567, -6.612], [-2.634, 0.844, -6.454], [-2.658, 1.133, -5.061], [-2.498, -0.086, -4.435], [-2.281, -0.332, -3.108], [-2.224, -3.706, -3.282], [-2.630, -3.212, -5.735], [-3.449, 1.366, -6.946], [-1.674, 1.143, -6.878], [-2.198, 0.457, -2.378]],
  "spin_multiplicity": 2,
  "e_above_lowest_kcal_mol": 11.4,
  "energy_ev": -115463.5166,
  "charge": -1,
  "e_homo_ev": [-4.03, -3.35]
}


[6]
{
  "formula": "C28H33AsCl2IrNO5S",
  "method": "ωB97M-V/def2-TZVPD",
  "elements": ["Ir", "O", "N", "C", "C", "C", "C", "C", "S", "H", "H", "H", "H", "Cl", "C", "C", "C", "Cl", "C", "O", "C", "C", "O", "C", "H", "H", "H", "C", "C", "As", "C", "C", "C", "C", "H", "H", "H", "H", "H", "H", "H", "H", "H", "H", "H", "H", "H", "H", "H", "C", "C", "C", "C", "C", "C", "C", "C", "C", "C", "O", "O", "H", "H", "H", "H", "H", "H", "H", "H", "H", "H", "H"],
  "xyz": [[0.083, -0.694, 1.041], [1.724, -0.292, -0.615], [2.405, -1.339, -0.972], [2.968, -1.353, -2.201], [3.688, -2.442, -2.623], [3.848, -3.525, -1.765], [3.275, -3.483, -0.511], [2.528, -2.380, -0.111], [1.704, -2.216, 1.424], [2.792, -0.456, -2.777], [4.114, -2.436, -3.615], [4.410, -4.395, -2.078], [3.387, -4.301, 0.188], [-4.952, 4.681, 0.369], [-4.044, 3.207, 0.601], [-4.710, 1.999, 0.698], [-3.975, 0.841, 0.858], [-4.847, -0.666, 1.024], [-2.571, 0.831, 0.901], [-1.948, -0.331, 1.032], [-1.941, 2.071, 0.843], [-0.452, 2.180, 0.947], [0.206, 1.173, 1.576], [-2.671, 3.245, 0.694], [-5.790, 1.954, 0.666], [-0.194, 3.103, 1.464], [-2.151, 4.195, 0.640], [-0.615, 0.579, 4.639], [-1.654, -0.406, 4.109], [-0.911, -1.709, 2.872], [0.135, -2.716, 4.178], [0.318, -4.207, 3.883], [-2.342, -2.911, 2.427], [-3.312, -3.115, 3.584], [-1.095, 1.305, 5.297], [-0.124, 1.115, 3.831], [0.156, 0.067, 5.221], [-2.469, 0.105, 3.596], [-2.077, -0.980, 4.934], [-0.378, -2.579, 5.130], [1.100, -2.213, 4.256], [-0.623, -4.750, 3.996], [1.036, -4.647, 4.578], [0.688, -4.380, 2.874], [-1.877, -3.854, 2.131], [-2.834, -2.499, 1.552], [-2.806, -3.413, 4.505], [-4.022, -3.904, 3.330], [-3.881, -2.209, 3.787], [2.979, 2.576, -6.268], [2.217, 2.333, -4.993], [1.382, 1.237, -4.850], [0.647, 1.005, -3.691], [-0.233, -0.226, -3.696], [0.752, 1.921, -2.622], [1.581, 3.055, -2.755], [1.761, 4.136, -1.711], [2.299, 3.225, -3.936], [0.020, 1.602, -1.354], [0.095, 2.528, -0.405], [-0.579, 0.560, -1.182], [3.066, 1.663, -6.859], [3.981, 2.953, -6.064], [2.468, 3.320, -6.883], [1.293, 0.529, -5.668], [-0.048, -0.795, -4.607], [-1.289, 0.049, -3.670], [-0.065, -0.857, -2.828], [2.214, 3.746, -0.800], [0.810, 4.582, -1.424], [2.404, 4.916, -2.115], [2.944, 4.092, -4.027]],
  "spin_multiplicity": 1,
  "e_above_lowest_kcal_mol": 73.5,
  "energy_ev": -140855.7830,
  "e_homo_ev": -7.44
}


[7]
{
  "formula": "C2H33N2O13",
  "method": "ωB97M-V/def2-TZVPD",
  "elements": ["C", "C", "N", "N", "H", "H", "H", "H", "H", "H", "H", "H", "H", "O", "H", "H", "O", "H", "H", "O", "H", "H", "O", "H", "H", "O", "H", "H", "O", "H", "H", "O", "H", "H", "O", "H", "H", "O", "H", "H", "O", "H", "H", "O", "H", "H", "O", "H", "H", "O"],
  "xyz": [[-1.929, 1.370, -2.293], [-1.756, 0.062, -1.955], [-2.601, -0.914, -2.467], [-0.799, 2.349, -2.268], [-2.712, 1.659, -2.979], [-0.899, -0.454, -1.353], [-2.858, -1.693, -1.846], [-3.470, -0.630, -2.984], [-1.257, 3.305, -2.280], [-0.326, 2.486, -3.224], [-0.197, 2.229, -1.424], [-3.240, -1.425, 2.386], [-1.829, -1.167, 1.800], [-2.336, -1.750, 2.406], [0.014, -3.363, 1.199], [0.561, -3.044, -0.303], [-0.142, -3.425, 0.259], [2.018, 2.054, 0.697], [1.116, 2.781, 1.866], [1.536, 2.806, 1.027], [0.735, 0.792, -3.260], [0.923, 0.607, -4.757], [0.277, 0.934, -4.104], [4.573, 0.672, -0.171], [3.653, 0.558, 1.056], [3.838, 1.073, 0.262], [-1.682, 1.487, 2.192], [-0.873, 1.949, 0.907], [-0.826, 1.641, 1.800], [-3.485, -3.337, -0.152], [-1.833, -3.030, -0.274], [-2.740, -2.842, -0.384], [0.212, -2.296, 2.870], [0.728, -3.750, 3.238], [0.191, -3.000, 3.521], [1.310, 4.209, -0.780], [2.053, 3.520, -1.988], [1.209, 3.923, -1.683], [-2.301, -0.537, 3.943], [-0.927, -0.849, 4.517], [-1.500, -0.082, 4.336], [0.621, -0.103, 2.594], [1.567, -1.011, 3.427], [1.242, -0.839, 2.516], [2.929, 0.779, -2.387], [1.967, 0.188, -1.301], [2.026, 0.768, -2.052], [1.972, -1.497, 0.566], [3.097, -1.667, -0.248], [2.151, -1.499, -0.465]],
  "spin_multiplicity": 1,
  "e_above_lowest_kcal_mol": 103.2,
  "energy_ev": -32200.2670,
  "charge": 1,
  "e_homo_ev": -11.67
}


[8]
{
  "formula": "C2HBrO3",
  "method": "ωB97M-V/def2-TZVPD",
  "elements": ["C", "C", "O", "O", "O", "Br", "H"],
  "xyz": [[0.887, 0.221, 1.675], [-0.662, -0.345, -1.158], [1.346, 1.153, 2.141], [-1.575, -0.594, -0.487], [0.383, -0.701, 1.180], [-0.372, 1.426, -1.724], [-0.006, -1.160, -1.626]],
  "spin_multiplicity": 1,
  "smiles": "O=C=O.O=CBr",
  "e_above_lowest_kcal_mol": 5.2,
  "energy_ev": -78275.2308,
  "e_homo_ev": -10.74
}


[9]
{
  "formula": "C8H24AgFO8",
  "method": "ωB97M-V/def2-TZVPD",
  "elements": ["Ag", "F", "C", "C", "O", "O", "H", "H", "H", "H", "H", "H", "C", "C", "O", "O", "H", "H", "H", "H", "H", "H", "C", "C", "O", "O", "H", "H", "H", "H", "H", "H", "C", "C", "O", "O", "H", "H", "H", "H", "H", "H"],
  "xyz": [[-0.403, -0.778, 2.651], [-0.450, 0.729, 0.746], [2.592, 1.560, -1.026], [3.301, 0.222, -1.318], [4.706, 0.292, -0.944], [2.251, 1.673, 0.362], [1.710, 1.713, -1.648], [3.275, 2.402, -1.134], [3.168, 0.028, -2.382], [2.822, -0.546, -0.710], [4.829, -0.146, -0.098], [1.378, 1.284, 0.453], [-0.622, -3.789, 0.378], [-0.059, -4.894, 1.365], [-0.803, -4.965, 2.565], [-0.429, -2.429, 0.762], [-1.666, -3.927, 0.098], [-0.017, -3.801, -0.529], [0.933, -4.617, 1.722], [0.069, -5.882, 0.923], [-0.784, -4.118, 3.015], [-0.581, -2.029, -0.097], [-0.529, -0.771, -2.566], [-2.009, -0.432, -2.127], [-1.946, 0.880, -1.641], [0.306, -0.947, -1.437], [-0.112, -0.003, -3.217], [-0.517, -1.699, -3.139], [-2.255, -1.023, -1.245], [-2.754, -0.479, -2.921], [-1.588, 0.861, -0.750], [0.186, -0.224, -0.817], [-1.748, 3.748, 2.274], [-1.196, 4.268, 0.884], [-0.070, 3.538, 0.377], [-2.381, 2.471, 2.172], [-2.428, 4.463, 2.738], [-0.922, 3.648, 2.978], [-1.223, 5.355, 0.813], [-1.997, 3.963, 0.210], [-0.236, 2.595, 0.457], [-1.798, 1.804, 1.801]],
  "spin_multiplicity": 2,
  "e_above_lowest_kcal_mol": 0.0,
  "energy_ev": -31769.2672,
  "charge": 1,
  "e_homo_ev": [-12.79, -12.50]
}


[10]
{
  "formula": "C18H23ClINO2PSSc",
  "method": "ωB97M-V/def2-TZVPD",
  "elements": ["C", "C", "H", "H", "H", "O", "I", "Sc", "P", "C", "C", "H", "H", "H", "C", "H", "H", "H", "H", "H", "H", "C", "O", "Cl", "N", "S", "C", "C", "C", "C", "C", "C", "C", "C", "C", "C", "C", "C", "H", "H", "H", "H", "H", "H", "H", "H", "H", "H", "H"],
  "xyz": [[0.190, -0.848, -1.857], [1.692, -0.512, -2.276], [-0.032, -1.867, -2.152], [-0.699, -0.156, -2.279], [0.285, -0.787, -0.724], [2.361, -1.014, -3.175], [2.023, 2.096, -1.645], [-2.407, 0.292, -0.845], [-0.152, 1.051, -4.167], [1.514, 1.466, -4.939], [-0.604, -0.170, -5.491], [-2.185, 2.353, -4.286], [-1.113, 2.786, -5.688], [-0.722, 3.425, -4.022], [-1.139, 2.568, -4.598], [-1.614, -0.555, -5.290], [-0.570, 0.293, -6.487], [1.386, 1.589, -6.035], [2.198, 0.624, -4.714], [0.141, -0.985, -5.433], [1.910, 2.401, -4.504], [2.414, 0.074, -1.052], [2.980, -0.501, -0.155], [-4.465, 1.150, -1.439], [-1.172, 0.377, 0.882], [-0.302, -0.911, 1.556], [1.193, -0.332, 2.425], [1.878, -1.264, 3.224], [3.009, -0.859, 3.950], [3.439, 0.473, 3.849], [2.790, 1.375, 3.012], [1.654, 0.984, 2.295], [-1.448, -1.305, 2.863], [-2.742, -1.675, 2.464], [-3.746, -1.795, 3.415], [-3.447, -1.586, 4.772], [-2.127, -1.343, 5.189], [-1.117, -1.207, 4.222], [-1.108, 1.154, 1.601], [1.522, -2.298, 3.251], [3.572, -1.600, 4.516], [4.341, 0.761, 4.399], [3.211, 2.381, 2.881], [1.169, 1.701, 1.634], [-2.985, -1.861, 1.411], [-4.779, -2.031, 3.119], [-4.230, -1.617, 5.527], [-1.877, -1.253, 6.251], [-0.092, -1.045, 4.546]],
  "spin_multiplicity": 1,
  "e_above_lowest_kcal_mol": 21.9,
  "energy_ev": -86053.5530,
  "charge": 2,
  "e_homo_ev": [-14.07, -14.07]
}